1.
The following is a quantum chemistry calculation of C20H30O19Rb2S as an isolated structure in a non-equilibrium geometry, from the OMol25 dataset.

Values from the calculation:
* energy above the lowest of the compared OMol25 structures with the same formula, charge and spin: 26.8 kcal/mol
* strongest force on any atom: 8.2 eV Å⁻¹
* gap between HOMO and LUMO: 8.33 eV
* electronic energy: -2656.1059 a.u.
* highest occupied orbital energy: -9.617 eV

```
72
Properties=species:S:1:pos:R:3:forces:R:3:lowdin_charge:R:1
Rb 2.718670 -24.480750 -12.968360 -0.1 -0.1 -0.2 0.976
Rb 1.218950 -25.632770 -19.502820 0.2 0.0 0.5 0.922
S 1.992920 -25.136660 -16.180650 0.6 0.4 -2.7 0.035
O 1.486920 -24.013700 -15.462210 -1.6 3.4 2.2 -0.461
O 0.865920 -25.902280 -16.695750 -1.1 -1.7 -0.4 -0.467
O 2.768840 -24.684410 -17.347900 0.4 0.5 -1.6 -0.503
O 2.918570 -25.811280 -15.317570 1.4 -2.3 1.9 -0.482
C 5.392510 -24.702210 -19.502040 0.4 -0.2 0.1 -0.007
C 6.229460 -25.031290 -18.234980 -2.7 1.5 -0.4 -0.276
C 5.508290 -26.093550 -17.357040 -0.5 1.5 0.2 -0.121
O 6.274630 -27.214170 -17.584410 1.6 -2.2 -0.3 0.051
C 7.486380 -26.889200 -18.126770 1.5 -4.1 -0.7 -0.506
O 8.412970 -27.699890 -18.307220 -3.0 2.9 0.8 0.114
O 7.414070 -25.658860 -18.556170 2.3 1.1 -0.8 0.120
H 5.225850 -25.651330 -20.011440 -0.5 0.0 -0.2 0.092
H 5.816680 -24.011070 -20.230390 0.8 -0.2 0.2 0.084
H 4.491410 -24.156290 -19.222590 -0.3 -0.6 0.4 0.061
H 6.387800 -24.049770 -17.788150 0.5 -0.3 0.6 0.149
H 4.476740 -26.235810 -17.679180 0.2 0.0 0.1 0.086
H 5.523240 -25.944040 -16.277450 -0.2 0.6 0.0 0.137
C -2.421340 -24.511660 -12.982000 1.0 -1.6 -0.2 0.030
C -2.049440 -26.004390 -13.283700 -1.6 0.7 0.3 -0.327
C -0.813900 -26.259370 -14.061100 1.4 0.0 -0.4 -0.099
O -0.100390 -27.293030 -13.342860 -0.1 0.1 -0.6 0.076
C -0.802830 -27.601690 -12.251290 -0.6 -0.6 0.2 -0.578
O -0.610230 -28.537200 -11.546240 0.3 0.2 0.3 0.179
O -1.821130 -26.730120 -12.095940 -0.1 0.0 1.3 0.086
H -2.289880 -23.878200 -13.859240 -0.4 -0.1 0.0 0.062
H -1.653380 -24.195710 -12.275950 -0.2 0.2 0.3 0.089
H -3.424800 -24.469540 -12.558460 0.2 0.3 0.0 0.092
H -2.878660 -26.539720 -13.746210 -0.3 0.3 -0.3 0.154
H -0.134680 -25.406930 -14.051040 -0.2 0.1 -0.7 0.108
H -1.074060 -26.645330 -15.046720 0.7 0.4 -0.1 0.132
C -2.308120 -24.128590 -19.103020 0.2 -0.2 -1.7 -0.029
C -3.034060 -23.844500 -17.827970 1.9 -1.4 0.1 -0.300
C -2.125920 -23.865890 -16.562830 -1.4 0.5 -1.6 -0.010
O -2.681250 -22.682090 -15.937000 2.5 -2.0 3.6 0.092
C -3.375040 -21.963600 -16.732990 -3.9 6.5 3.1 -0.610
O -3.980830 -20.889240 -16.388420 2.8 -4.3 -1.6 0.076
O -3.449440 -22.519590 -17.865210 -1.5 -0.1 -4.3 0.138
H -1.919420 -25.131330 -19.280550 -0.3 -0.4 0.7 0.071
H -1.462950 -23.476000 -19.321940 0.0 0.4 0.5 0.090
H -2.992840 -23.987050 -19.939230 -0.1 0.1 0.0 0.095
H -3.881180 -24.524150 -17.735480 -0.2 0.2 0.2 0.165
H -1.077740 -23.721230 -16.824520 0.0 0.0 0.4 0.130
H -2.304440 -24.801390 -16.032660 0.2 0.5 0.5 0.127
C 2.657160 -28.605430 -17.726710 -0.2 0.8 0.1 -0.006
C 3.437590 -29.131040 -16.509930 -1.6 0.4 -0.7 -0.291
C 2.757220 -28.753820 -15.232970 0.4 2.8 0.6 -0.132
O 2.555460 -29.903120 -14.462700 -0.3 -0.3 0.6 0.121
C 2.716680 -30.936690 -15.266830 -0.1 -2.4 -0.3 -0.551
O 2.461860 -32.099530 -15.044700 0.4 1.8 -0.1 0.144
O 3.221730 -30.511430 -16.441680 1.1 -1.9 -1.2 0.098
H 2.941970 -27.578930 -17.957540 0.5 0.1 0.0 0.034
H 1.616720 -28.458140 -17.437070 -0.2 -0.5 -0.1 0.077
H 2.703140 -29.187650 -18.647040 0.3 -0.3 0.3 0.093
H 4.448940 -28.725550 -16.480810 0.4 -1.1 -0.4 0.149
H 1.816040 -28.263080 -15.480860 0.0 0.1 0.7 0.120
H 3.476430 -28.099330 -14.740550 -0.8 0.2 0.6 0.127
C 2.125670 -20.936640 -16.943080 -0.2 -0.6 -0.1 -0.003
C 3.296320 -21.108850 -16.040600 0.5 1.6 0.5 -0.331
C 4.214940 -22.233470 -16.349240 -0.9 -1.0 -0.7 -0.121
O 5.507220 -21.675610 -16.340570 1.4 -0.2 0.1 0.088
C 5.445200 -20.345430 -16.289200 2.0 3.9 0.2 -0.494
O 6.386650 -19.510470 -16.264780 -3.3 -3.7 -0.2 0.092
O 4.143000 -19.969580 -16.249860 1.1 0.6 0.1 0.077
H 2.408180 -20.988760 -17.994540 0.4 -0.1 0.0 0.096
H 1.703680 -19.939540 -16.817340 -0.5 -0.4 0.4 0.099
H 1.519700 -21.819630 -16.740030 -0.8 0.4 0.0 0.077
H 3.076120 -21.088110 -14.973270 -0.6 0.0 0.0 0.159
H 3.903230 -22.575490 -17.336140 0.7 -0.5 -0.1 0.116
H 4.123890 -23.058420 -15.642650 0.3 0.0 -0.2 0.122
```
Forces are in eV/Å.

2.
The following is a quantum chemistry calculation of a single C5H10O molecule, from the OMol25 dataset.

Values from the calculation:
* energy above the lowest of the compared OMol25 structures with the same formula, charge and spin: 12.9 kcal/mol
* strongest force on any atom: 0.6 eV Å⁻¹
* SMILES: CC(C)CC=O
* gap between HOMO and LUMO: 10.82 eV
* electronic energy: -271.7321 a.u.
* highest occupied orbital energy: -9.757 eV

```
16
Properties=species:S:1:pos:R:3:forces:R:3:nbo_charge:R:1
C 1.829422 0.070639 -0.352206 0.0 0.0 0.0 -0.599
C 0.434170 0.203028 0.264088 -0.1 0.1 0.0 -0.210
C -0.425704 1.210916 -0.521445 0.0 0.1 -0.1 -0.620
C -0.333388 -1.136147 0.331746 0.0 -0.1 -0.1 -0.512
C -1.761549 -0.784195 0.672871 -0.3 -0.3 -0.1 0.448
O -2.731698 -1.020531 -0.007744 0.4 -0.2 0.4 -0.527
H 2.321566 1.050012 -0.385820 -0.1 -0.2 0.0 0.213
H 1.767233 -0.299484 -1.383283 0.0 0.0 0.2 0.205
H 2.476781 -0.609879 0.213119 -0.2 0.1 0.0 0.210
H 0.555812 0.562381 1.296468 -0.1 0.0 -0.2 0.198
H -0.221293 1.137637 -1.593609 0.1 0.1 0.1 0.211
H -0.281770 2.242771 -0.196541 0.2 -0.1 -0.1 0.216
H -1.494436 1.004260 -0.419513 0.2 0.3 0.0 0.217
H 0.075534 -1.803887 1.102686 0.0 0.2 -0.1 0.227
H -0.311843 -1.664354 -0.627668 0.0 0.1 0.1 0.221
H -1.855353 -0.167444 1.597152 -0.1 -0.2 0.0 0.103
```
Forces are in eV/Å.

What did the second record say?
The following is a quantum chemistry calculation of a single C5H10O molecule, from the OMol25 dataset.

Values from the calculation:
* energy above the lowest of the compared OMol25 structures with the same formula, charge and spin: 12.9 kcal/mol
* strongest force on any atom: 0.6 eV Å⁻¹
* SMILES: CC(C)CC=O
* gap between HOMO and LUMO: 10.82 eV
* electronic energy: -271.7321 a.u.
* highest occupied orbital energy: -9.757 eV

```
16
Properties=species:S:1:pos:R:3:forces:R:3:nbo_charge:R:1
C 1.829422 0.070639 -0.352206 0.0 0.0 0.0 -0.599
C 0.434170 0.203028 0.264088 -0.1 0.1 0.0 -0.210
C -0.425704 1.210916 -0.521445 0.0 0.1 -0.1 -0.620
C -0.333388 -1.136147 0.331746 0.0 -0.1 -0.1 -0.512
C -1.761549 -0.784195 0.672871 -0.3 -0.3 -0.1 0.448
O -2.731698 -1.020531 -0.007744 0.4 -0.2 0.4 -0.527
H 2.321566 1.050012 -0.385820 -0.1 -0.2 0.0 0.213
H 1.767233 -0.299484 -1.383283 0.0 0.0 0.2 0.205
H 2.476781 -0.609879 0.213119 -0.2 0.1 0.0 0.210
H 0.555812 0.562381 1.296468 -0.1 0.0 -0.2 0.198
H -0.221293 1.137637 -1.593609 0.1 0.1 0.1 0.211
H -0.281770 2.242771 -0.196541 0.2 -0.1 -0.1 0.216
H -1.494436 1.004260 -0.419513 0.2 0.3 0.0 0.217
H 0.075534 -1.803887 1.102686 0.0 0.2 -0.1 0.227
H -0.311843 -1.664354 -0.627668 0.0 0.1 0.1 0.221
H -1.855353 -0.167444 1.597152 -0.1 -0.2 0.0 0.103
```
Forces are in eV/Å.